The following is a DFT calculation (ωB97M-V/def2-TZVPD) of a cluster of 13 separate species, C29H59F7N24O17 in total.

Results
**Calculated total energy**: -120634.3591 eV
**LUMO energy**: -0.027 hartree
**Gap between HOMO and LUMO**: 7.85 eV
**Total charge**: 0

The geometry in XYZ format:
```
136
Properties=species:S:1:pos:R:3:forces:R:3
O 2.364 -4.954 0.389 0.127 -0.164 0.025
C 3.197 -4.700 -0.418 0.729 0.372 -1.059
O 4.439 -5.342 -0.370 -0.880 0.692 -0.462
C 3.044 -3.614 -1.567 0.687 0.133 0.921
C 1.930 -2.608 -1.129 -0.940 0.088 -0.534
C 0.566 -3.105 -1.264 -0.205 1.899 0.731
C -0.580 -2.248 -0.885 1.903 0.336 0.048
C -0.316 -0.910 -0.385 0.848 -1.390 -0.760
C -1.545 -0.052 0.014 0.595 -1.268 1.268
O -1.970 0.642 -1.168 -1.150 0.675 1.253
C -3.162 1.295 -1.029 1.135 0.001 -1.572
F -2.951 2.605 -1.405 -0.757 -1.081 0.484
F -4.028 0.736 -1.927 0.277 1.070 1.652
F -3.684 1.337 0.246 0.317 -0.289 -1.776
C 1.075 -0.426 -0.280 -0.548 -0.103 0.588
C 1.266 1.037 0.217 0.206 0.132 -0.815
C 1.779 1.899 -1.030 1.327 -0.375 1.319
F 0.988 3.039 -1.252 0.387 -1.008 -0.001
C 2.219 -1.251 -0.618 -2.595 -1.859 -0.258
C 3.705 -0.879 -0.513 0.248 0.261 -0.617
F 4.220 -0.844 -1.804 -0.175 -0.173 1.633
F 4.002 0.323 0.039 -0.408 -1.148 -0.376
F 4.423 -1.815 0.216 -0.753 0.986 -0.923
C -2.024 -2.848 -1.044 1.188 -1.236 0.199
O -2.984 -2.207 -1.376 0.209 -0.027 0.278
C -2.104 -4.386 -0.771 0.902 0.855 -0.218
C -1.043 -5.170 -1.084 -0.453 1.246 0.312
C 0.212 -4.522 -1.754 -1.301 -0.368 1.066
O 0.784 -5.146 -2.621 0.301 0.390 0.295
H 5.003 -5.008 -1.090 -0.263 -0.115 0.343
H 2.842 -4.084 -2.561 -0.088 0.270 1.068
H 4.054 -3.137 -1.649 -1.066 -0.211 -0.001
H -2.348 -0.748 0.384 0.754 0.733 -0.505
H -1.346 0.637 0.880 0.018 -0.440 -1.074
H 0.342 1.541 0.589 0.778 -0.751 -0.419
H 2.003 1.070 1.067 -0.684 0.018 -0.945
H 1.891 1.237 -1.922 -0.617 0.963 0.281
H 2.816 2.245 -0.762 -1.076 0.019 -0.481
H -3.031 -4.761 -0.294 0.748 0.217 -0.582
H -1.112 -6.258 -0.876 0.434 0.828 -0.463
C -4.704 -0.812 2.975 -0.110 -0.202 -0.315
O -3.519 -0.877 2.700 0.276 -0.065 0.004
N -5.242 -1.422 4.070 -0.003 -0.045 0.161
N -5.593 -0.116 2.206 0.030 0.334 -0.300
H -6.217 -1.382 4.315 0.008 -0.182 0.097
H -4.614 -1.942 4.656 -0.089 0.071 -0.015
H -5.234 0.347 1.383 -0.090 -0.193 0.245
H -6.572 -0.045 2.417 0.018 -0.100 -0.037
C -1.567 6.609 -2.337 -0.242 0.102 0.165
O -2.448 7.439 -2.485 0.075 0.001 0.003
N -0.241 6.911 -2.421 0.434 0.377 -0.116
N -1.818 5.296 -2.082 -0.116 -0.378 -0.021
H 0.491 6.233 -2.300 -0.035 0.007 0.068
H 0.004 7.865 -2.615 -0.043 -0.088 0.048
H -2.778 5.008 -2.014 0.100 0.008 -0.078
H -1.093 4.607 -1.968 -0.060 -0.084 0.206
C 6.845 -7.449 2.210 0.146 -0.123 0.060
O 7.757 -8.094 2.700 -0.035 0.042 -0.001
N 6.418 -7.634 0.930 -0.013 -0.147 -0.488
N 6.172 -6.485 2.899 -0.114 0.301 0.351
H 5.670 -7.112 0.511 -0.046 0.026 0.088
H 6.889 -8.336 0.387 -0.032 0.046 0.104
H 6.457 -6.318 3.847 -0.015 -0.039 -0.100
H 5.420 -5.945 2.512 0.022 -0.070 -0.059
C -1.367 3.486 2.382 -0.018 0.121 0.303
O -0.499 2.980 1.683 -0.244 0.049 0.004
N -2.612 3.775 1.907 -0.263 -0.070 -0.437
N -1.162 3.800 3.685 0.362 0.069 0.169
H -3.337 4.189 2.461 0.089 0.010 0.008
H -2.798 3.556 0.944 0.009 0.072 0.084
H -0.247 3.598 4.069 -0.091 -0.162 0.051
H -1.859 4.215 4.274 -0.037 -0.016 -0.119
C 0.427 3.546 -5.023 -0.349 0.062 0.241
O 0.181 2.631 -4.254 0.045 -0.024 -0.098
N 1.161 3.380 -6.161 0.335 -0.310 -0.185
N -0.019 4.810 -4.796 0.152 0.115 0.055
H 1.368 4.121 -6.803 -0.439 0.010 -0.062
H 1.502 2.452 -6.354 -0.307 -0.039 -0.006
H -0.560 4.953 -3.962 -0.154 0.016 -0.227
H 0.162 5.589 -5.400 -0.053 -0.051 -0.008
C 4.849 2.760 -5.740 -0.089 -0.062 0.084
O 4.360 1.956 -4.967 0.036 -0.004 -0.049
N 6.197 2.905 -5.893 0.443 -0.089 0.086
N 4.092 3.585 -6.518 -0.370 0.151 -0.284
H 6.621 3.560 -6.523 -0.053 -0.021 0.022
H 6.787 2.313 -5.336 -0.067 0.060 -0.048
H 3.086 3.507 -6.431 0.623 0.109 0.258
H 4.477 4.253 -7.160 0.091 -0.068 0.050
C -2.144 0.821 -6.679 0.195 0.188 0.570
O -2.138 1.949 -7.156 -0.023 -0.072 -0.251
N -1.765 0.555 -5.411 -0.288 0.386 0.334
N -2.538 -0.277 -7.397 -0.110 -0.348 -0.702
H -1.764 -0.366 -5.012 0.235 -0.052 -0.165
H -1.466 1.335 -4.845 0.173 -0.073 -0.069
H -2.829 -0.124 -8.347 -0.024 0.028 0.125
H -2.551 -1.208 -7.025 -0.017 0.110 0.188
C 2.173 1.946 5.004 0.390 -0.002 -0.064
O 1.207 2.702 4.963 -0.032 0.125 0.238
N 3.444 2.384 4.871 -0.018 0.228 -0.413
N 2.040 0.605 5.185 -0.429 -0.285 0.073
H 4.248 1.786 4.903 -0.049 0.027 0.109
H 3.576 3.371 4.738 0.084 -0.086 0.187
H 1.107 0.246 5.287 0.092 0.026 -0.036
H 2.814 -0.031 5.221 0.005 0.081 -0.007
C -7.465 0.792 5.868 0.016 0.033 0.077
O -7.476 -0.369 6.249 -0.010 -0.048 -0.137
N -6.610 1.235 4.907 0.178 -0.061 -0.310
N -8.307 1.737 6.370 -0.309 0.052 0.286
H -6.581 2.181 4.575 -0.031 -0.034 0.043
H -5.974 0.556 4.518 0.080 0.357 0.242
H -8.953 1.443 7.082 0.058 0.033 -0.070
H -8.314 2.694 6.071 0.033 -0.051 -0.007
C 3.078 4.388 8.184 -0.097 -0.009 -0.127
O 3.952 3.899 7.488 0.100 0.050 0.057
N 1.831 4.656 7.708 -0.198 0.044 -0.351
N 3.274 4.706 9.495 0.265 0.007 0.366
H 1.098 5.057 8.262 0.065 -0.024 0.013
H 1.648 4.430 6.742 -0.058 -0.124 0.084
H 4.184 4.521 9.880 -0.091 0.022 -0.040
H 2.569 5.108 10.083 0.009 -0.021 -0.058
C -2.764 -5.881 2.736 0.042 0.039 -0.028
O -2.765 -6.129 1.541 -0.069 -0.108 0.108
N -2.275 -4.716 3.241 0.155 0.309 -0.123
N -3.252 -6.749 3.665 -0.189 -0.371 0.082
H -2.264 -4.493 4.219 -0.004 -0.028 -0.046
H -1.906 -4.049 2.585 -0.049 -0.010 0.100
H -3.622 -7.620 3.328 0.038 0.086 0.036
H -3.261 -6.565 4.650 0.022 0.018 -0.052
C -0.091 -3.005 -5.927 0.188 -0.290 0.067
O -0.456 -2.017 -5.310 -0.150 -0.114 0.050
N -0.248 -3.126 -7.275 -0.246 0.209 -0.415
N 0.502 -4.069 -5.320 0.053 0.186 0.162
H 0.044 -3.928 -7.801 0.006 0.022 0.072
H -0.681 -2.357 -7.757 0.135 -0.015 0.020
H 0.633 -4.015 -4.323 0.031 -0.182 -0.117
H 0.809 -4.890 -5.807 -0.036 0.031 0.017
```
Positions in Å, forces in eV/Å.

=====

The following is a DFT calculation (ωB97M-V/def2-TZVPD) of a cluster of 2 separate species, C29H60Cl2N2OPS2 in total.

Results
**Calculated total energy**: -92071.1139 eV
**LUMO energy**: -0.110 hartree
**Gap between HOMO and LUMO**: 7.99 eV
**Total charge**: +1

The geometry in XYZ format:
```
97
Properties=species:S:1:pos:R:3:forces:R:3
C -4.648 -2.399 2.416 -0.115 -0.092 -0.006
C -4.957 -1.451 1.243 0.181 -0.312 0.269
C -5.116 0.002 1.682 -0.192 -0.013 -0.054
C -5.127 1.025 0.521 -0.076 -0.404 0.329
C -4.006 2.067 0.596 -0.024 0.348 -0.020
C -3.459 2.558 -0.751 -0.210 -0.008 -0.212
C -3.214 1.473 -1.811 0.361 0.236 -0.005
C -2.569 0.175 -1.316 -0.253 -0.256 -0.490
N -1.151 0.050 -1.712 0.315 0.096 0.314
C -0.242 1.068 -1.128 0.033 -0.376 0.044
C -0.346 1.316 0.381 -0.017 0.318 0.054
C 0.998 1.684 1.047 -0.368 0.237 0.299
C 1.075 3.147 1.536 0.371 0.003 0.071
C 1.894 4.052 0.604 -0.149 -0.064 -0.037
C 3.403 3.919 0.836 -0.060 -0.133 -0.391
C 4.242 4.120 -0.429 -0.013 0.457 0.137
C 4.345 5.596 -0.843 -0.169 -0.258 0.008
C -0.718 -1.288 -1.588 0.128 -0.025 -0.221
S -0.565 -2.189 -0.247 -0.032 0.137 0.090
S -0.308 -1.923 -3.209 -0.390 0.176 0.146
C -0.819 -3.660 -3.147 0.092 -0.411 -0.290
C -0.048 -4.444 -4.229 0.240 0.530 0.049
C 1.038 -5.384 -3.686 -0.501 -0.166 -0.116
P 2.097 -4.758 -2.375 0.235 0.096 0.057
C 3.659 -4.085 -2.957 -0.094 0.175 -0.111
C 3.638 -2.544 -3.066 -0.290 0.031 0.342
C 4.668 -1.928 -2.126 0.139 0.308 -0.258
C 4.209 -2.071 -0.685 -0.015 -0.190 -0.235
N 5.125 -1.503 0.295 -0.320 0.109 -0.115
C 5.602 -0.154 -0.056 0.260 -0.245 0.127
C 4.520 -1.479 1.589 -0.200 0.148 -0.073
C 5.474 -1.523 2.746 -0.068 0.209 0.041
O 3.320 -1.436 1.730 0.182 -0.389 0.050
H -5.530 -2.962 2.728 -0.015 0.093 0.057
H -3.888 -3.137 2.151 -0.004 0.030 -0.003
H -4.287 -1.852 3.289 0.049 0.002 -0.017
H -4.145 -1.542 0.515 -0.071 0.120 -0.095
H -5.876 -1.798 0.764 0.081 0.121 -0.234
H -4.315 0.234 2.389 0.006 0.105 -0.012
H -6.054 0.081 2.235 0.102 0.024 0.161
H -5.075 0.454 -0.409 -0.030 0.113 -0.085
H -6.096 1.524 0.536 0.032 0.087 -0.255
H -4.402 2.948 1.109 0.146 -0.036 0.141
H -3.186 1.711 1.225 -0.031 -0.165 -0.074
H -2.538 3.126 -0.602 -0.049 -0.004 0.159
H -4.170 3.271 -1.178 0.035 -0.013 -0.029
H -4.145 1.241 -2.327 -0.016 -0.085 0.119
H -2.554 1.887 -2.579 -0.114 -0.010 -0.066
H -3.083 -0.657 -1.807 0.027 -0.066 0.106
H -2.691 0.021 -0.240 0.058 0.081 0.028
H 0.776 0.744 -1.358 -0.019 -0.015 -0.110
H -0.414 1.987 -1.693 0.023 0.014 0.052
H -1.037 2.143 0.562 -0.075 -0.157 -0.040
H -0.783 0.448 0.877 0.114 -0.081 -0.082
H 1.133 1.032 1.912 0.174 -0.111 -0.166
H 1.819 1.504 0.347 0.099 -0.138 0.132
H 1.555 3.158 2.519 -0.051 0.089 0.012
H 0.073 3.555 1.690 -0.028 -0.067 -0.063
H 1.684 3.761 -0.433 -0.118 0.122 -0.018
H 1.578 5.091 0.720 0.039 -0.008 -0.082
H 3.724 4.653 1.579 0.029 -0.196 0.190
H 3.601 2.915 1.225 0.046 0.023 0.131
H 5.248 3.729 -0.259 -0.025 -0.078 -0.042
H 3.779 3.566 -1.250 0.185 -0.215 -0.009
H 3.460 5.893 -1.410 0.034 0.116 0.054
H 4.409 6.231 0.042 0.087 0.056 -0.066
H 5.222 5.773 -1.466 -0.060 0.046 -0.019
H -1.889 -3.707 -3.353 0.038 0.093 0.076
H -0.657 -4.073 -2.152 -0.047 0.080 0.064
H -0.735 -5.027 -4.841 0.070 -0.077 0.049
H 0.433 -3.728 -4.901 -0.111 -0.071 -0.117
H 0.567 -6.282 -3.277 0.074 -0.015 -0.015
H 1.708 -5.691 -4.493 -0.015 -0.143 0.081
H 1.467 -3.808 -1.563 -0.130 -0.019 0.063
H 2.368 -5.842 -1.545 0.010 -0.068 0.082
H 4.404 -4.388 -2.220 0.076 -0.133 -0.147
H 3.885 -4.561 -3.912 0.097 -0.104 0.079
H 2.657 -2.168 -2.751 0.004 0.060 -0.170
H 3.761 -2.213 -4.095 0.180 -0.138 -0.027
H 5.644 -2.401 -2.272 0.020 0.044 0.013
H 4.776 -0.880 -2.408 0.025 0.006 0.123
H 4.154 -3.144 -0.461 -0.152 0.039 0.141
H 3.190 -1.675 -0.581 0.053 0.177 -0.008
H 6.392 -0.218 -0.802 -0.059 0.061 -0.057
H 6.030 0.310 0.830 0.022 0.049 0.012
H 4.787 0.480 -0.422 0.013 0.039 0.041
H 6.449 -1.892 2.444 0.032 0.022 0.049
H 5.568 -0.516 3.159 0.058 -0.045 0.100
H 5.031 -2.158 3.512 0.082 0.054 0.032
Cl -8.057 0.146 4.776 0.014 -0.011 -0.013
C -6.939 1.175 5.708 0.023 -0.017 0.064
C -6.969 2.610 5.247 -0.026 0.013 0.045
Cl -6.292 2.785 3.607 0.026 0.075 -0.042
H -5.943 0.752 5.609 -0.001 -0.004 -0.028
H -7.246 1.121 6.751 -0.033 0.005 -0.010
H -6.364 3.221 5.913 0.031 -0.015 -0.017
H -7.982 3.002 5.229 -0.011 -0.026 -0.034
```
Positions in Å, forces in eV/Å.